P) Here is a cluster of 2 separate species, C2H8S2 in total from the Open Molecules 2025 dataset. Energies are from the ωB97M-V functional and the def2-TZVPD basis.

Summary:
Kohn-Sham gap in eV: 9.73
SMILES: CCS.S
E_LUMO in eV: 0.746

Geometry as ORCA input:
```
! wB97M-V def2-TZVPD RIJCOSX def2/J DEFGRID3
* xyz 0 1
H -0.2186 0.7072 -0.2879
H 4.4622 -3.0076 0.5925
H -1.3927 -0.3431 0.3561
H 5.9598 -2.6193 1.5608
H -1.4295 2.5832 0.2138
C -2.0781 1.7074 0.1288
C -1.2818 0.4918 -0.3417
H -2.8939 1.9944 -0.5410
H -2.5659 1.5425 1.0840
S -1.6250 0.1074 -2.0877
H -1.7741 -1.2204 -1.9969
S 4.8376 -1.9436 1.3190
*
```

The computed Löwdin charges, all in e, follow:
1 H 0.046
2 H -0.226
3 H 0.071
4 H -0.235
5 H 0.068
6 C -0.190
7 C -0.620
8 H 0.053
9 H 0.062
10 S 0.675
11 H -0.164
12 S 0.461


Q) Here is a cluster of 2 separate species, C2H8S2 in total from the Open Molecules 2025 dataset. Energies are from the ωB97M-V functional and the def2-TZVPD basis.

Summary:
Kohn-Sham gap in eV: 9.02
SMILES: CSC.S
E_LUMO in eV: 0.724

Geometry as ORCA input:
```
! wB97M-V def2-TZVPD RIJCOSX def2/J DEFGRID3
* xyz 0 1
H -0.8463 2.0736 1.5794
H -0.5082 1.2089 -0.4484
C -0.2592 0.1510 -0.4768
S 2.0715 -2.2207 -2.0354
H 0.6789 -0.0344 -0.9790
S -0.1206 -0.3020 1.3019
H -1.9379 0.9112 2.2172
H -1.1193 -0.3573 -0.9071
H 2.4652 -1.1570 -2.7484
H -0.4718 1.1444 3.0902
C -0.8663 1.1042 2.0739
H 0.9141 -2.5219 -2.6675
*
```

The computed Löwdin charges, all in e, follow:
1 H 0.037
2 H 0.018
3 C -0.406
4 S 0.482
5 H -0.037
6 S 0.722
7 H 0.028
8 H 0.028
9 H -0.212
10 H 0.024
11 C -0.485
12 H -0.199


R) Here is a cluster of 2 separate species, C2H8S2 in total from the Open Molecules 2025 dataset. Energies are from the ωB97M-V functional and the def2-TZVPD basis.

Summary:
Kohn-Sham gap in eV: 9.83
SMILES: CS.CS
E_LUMO in eV: 0.687

Geometry as ORCA input:
```
! wB97M-V def2-TZVPD RIJCOSX def2/J DEFGRID3
* xyz 0 1
C -0.6444 -0.4370 -2.1995
H -0.7354 -0.3958 -3.2753
H 1.7636 1.0885 1.1642
C 1.0372 0.3110 1.3792
H 1.4327 1.1089 3.5950
H -0.4165 0.5169 -1.7154
S 0.2657 0.7500 3.0035
H 0.3091 0.2510 0.5824
H 0.1391 -1.0457 -1.7527
H -2.2822 -0.9305 -0.5373
H 1.6167 -0.5851 1.5833
S -2.4855 -0.6322 -1.8275
*
```

The computed Löwdin charges, all in e, follow:
1 C -0.448
2 H 0.002
3 H 0.020
4 C -0.463
5 H -0.155
6 H 0.000
7 S 0.586
8 H -0.004
9 H 0.030
10 H -0.184
11 H 0.019
12 S 0.596


P) is favored, and the nearest alternative lies 2.2 kcal/mol above it.


P) Here is the molecule C2H2N4O2 from the Open Molecules 2025 dataset. Energies are from the ωB97M-V functional and the def2-TZVPD basis.

Summary:
Kohn-Sham gap in eV: 8.76
SMILES: O/N=c1\nconn1
E_LUMO in eV: -0.878

Geometry as ORCA input:
```
! wB97M-V def2-TZVPD RIJCOSX def2/J DEFGRID3
* xyz 0 1
H -2.1325 1.2938 -0.0878
O 1.9372 0.2757 0.3541
C -0.4708 -0.4476 0.0409
N 0.5819 -1.2407 -0.3073
O -2.6572 0.3268 -0.0563
N -1.7131 -0.7955 0.2562
N 1.7650 -0.7602 -0.0973
C 0.9732 1.1939 -0.0898
N -0.1497 0.9828 -0.0634
H 1.4892 2.1043 -0.5182
*
```

The computed Löwdin charges, all in e, follow:
1 H 0.150
2 O 0.046
3 C -0.370
4 N 0.125
5 O -0.147
6 N 0.109
7 N -0.067
8 C -0.193
9 N 0.172
10 H 0.175


Q) Here is a cluster of 2 separate species, C2H2N4O2 in total from the Open Molecules 2025 dataset. Energies are from the ωB97M-V functional and the def2-TZVPD basis.

Summary:
Kohn-Sham gap in eV: 8.33
SMILES: N#C[N+](=O)[O-].N=C=N
E_LUMO in eV: -1.578

Geometry as ORCA input:
```
! wB97M-V def2-TZVPD RIJCOSX def2/J DEFGRID3
* xyz 0 1
C 1.2255 0.9390 0.2440
H 2.5606 -0.5554 1.0881
N -1.5644 -0.8827 0.2044
O -2.7449 -0.6680 0.3550
C -0.9511 -0.8595 -1.0451
O -0.8381 -1.2778 1.1108
H 0.0805 2.4151 -0.3693
N 2.2448 0.4187 0.5893
N 0.2480 1.3600 -0.2219
N -0.2610 -0.8894 -1.9553
*
```

The computed Löwdin charges, all in e, follow:
1 C -0.502
2 H 0.173
3 N -0.377
4 O 0.130
5 C -0.171
6 O 0.100
7 H 0.149
8 N 0.132
9 N 0.123
10 N 0.244


R) Here is the molecule C2H2N4O2 from the Open Molecules 2025 dataset. Energies are from the ωB97M-V functional and the def2-TZVPD basis.

Summary:
Kohn-Sham gap in eV: 9.12
SMILES: Nc1nonnc1=O
E_LUMO in eV: -1.012

Geometry as ORCA input:
```
! wB97M-V def2-TZVPD RIJCOSX def2/J DEFGRID3
* xyz 0 1
C -0.3991 0.9271 -0.0737
H -2.6554 -0.2422 0.2572
C -0.6988 -0.5936 -0.0442
N -1.8628 -0.9249 -0.2199
N 2.0031 0.3474 -0.0669
N 0.2419 -1.4355 0.0856
O 1.6345 -0.8666 0.1025
H -2.1778 -2.0342 0.3090
O -1.4722 1.5363 0.1576
N 1.0636 1.2870 -0.0758
*
```

The computed Löwdin charges, all in e, follow:
1 C -0.255
2 H 0.198
3 C -0.538
4 N 0.102
5 N 0.015
6 N 0.184
7 O -0.098
8 H 0.262
9 O 0.044
10 N 0.086


S) Here is a cluster of 2 separate species, C2H2N4O2 in total from the Open Molecules 2025 dataset. Energies are from the ωB97M-V functional and the def2-TZVPD basis.

Summary:
Kohn-Sham gap in eV: 7.81
E_LUMO in eV: -2.589

Geometry as ORCA input:
```
! wB97M-V def2-TZVPD RIJCOSX def2/J DEFGRID3
* xyz 0 1
H -1.4106 -1.2941 1.6240
O -1.2826 -1.4810 0.0652
N 0.9431 1.1902 0.4836
N 1.0578 -1.2976 -0.0811
N 2.1044 0.7636 0.1517
C -0.3268 0.6438 -0.1492
C -0.1586 -0.8096 -0.2234
H -1.9291 1.2123 -1.0216
O 2.2383 -0.5620 -0.4913
N -1.2360 1.6343 -0.3579
*
```

The computed Löwdin charges, all in e, follow:
1 H 0.398
2 O -0.040
3 N 0.069
4 N 0.121
5 N 0.067
6 C -0.281
7 C -0.465
8 H 0.070
9 O -0.101
10 N 0.162


Q) is favored, and the nearest alternative lies 12.9 kcal/mol above it.


P) Here is a cluster of 2 separate species, C2H2N4O2 in total from the Open Molecules 2025 dataset. Energies are from the ωB97M-V functional and the def2-TZVPD basis.

Summary:
Kohn-Sham gap in eV: 9.27
E_LUMO in eV: -1.129

Geometry as ORCA input:
```
! wB97M-V def2-TZVPD RIJCOSX def2/J DEFGRID3
* xyz 0 1
N 1.6058 -0.2862 0.2296
H -0.6632 -0.7749 2.0927
N -2.1485 -0.2169 -0.6974
O -0.2595 1.1280 -0.6872
H 3.1489 -0.1072 -0.9342
C -0.7298 -0.4072 1.0996
N -1.9544 -0.3113 0.7755
O 2.1217 0.7488 -0.5332
N -1.4074 0.4041 -1.4368
C 0.2866 -0.1771 0.0914
*
```

The computed Löwdin charges, all in e, follow:
1 N -0.003
2 H 0.114
3 N -0.009
4 O -0.113
5 H 0.331
6 C -0.121
7 N 0.078
8 O -0.142
9 N 0.064
10 C -0.199


Q) Here is the molecule C2H2N4O2 from the Open Molecules 2025 dataset. Energies are from the ωB97M-V functional and the def2-TZVPD basis.

Summary:
Kohn-Sham gap in eV: 8.37
SMILES: O=c1nn[nH][nH]c1=O
E_LUMO in eV: -1.509

Geometry as ORCA input:
```
! wB97M-V def2-TZVPD RIJCOSX def2/J DEFGRID3
* xyz 0 1
N 1.5367 0.1850 -0.2269
N 0.2130 -1.7778 0.0094
C -1.1027 -0.9614 -0.2789
O -2.2261 -1.3911 -0.0332
N 1.3120 -1.1791 0.2470
C -0.9112 0.4693 0.0173
H 2.3650 0.3873 0.6678
N 0.4505 1.0282 -0.0918
H 0.2236 2.0781 -0.5281
O -1.8609 1.1616 0.2174
*
```

The computed Löwdin charges, all in e, follow:
1 N -0.086
2 N 0.082
3 C -0.261
4 O 0.141
5 N -0.028
6 C -0.421
7 H 0.222
8 N -0.011
9 H 0.234
10 O 0.128


Q) is favored, and the nearest alternative lies 88.2 kcal/mol above it.


P) Here is a cluster of 2 separate species, C3H6FNO3S in total from the Open Molecules 2025 dataset. Energies are from the ωB97M-V functional and the def2-TZVPD basis.

Summary:
Kohn-Sham gap (spin up / spin down) in eV: 5.41 / 5.43
E_LUMO (spin up / spin down) in eV: -4.448 / -4.433

Geometry as ORCA input:
```
! wB97M-V def2-TZVPD RIJCOSX def2/J DEFGRID3
* xyz 0 1
H 1.2595 1.2547 -0.0456
C 0.5481 0.3902 0.0794
H 0.1256 -2.1142 -0.3085
C -0.3714 -1.3900 -1.0090
H -0.4842 0.7400 -1.8016
H 1.0423 -0.4382 0.7446
O -1.7889 -0.2015 1.1317
F 2.0985 1.8820 2.7601
N -0.5395 1.3100 2.5209
O 1.2952 2.6350 2.0174
S -1.0019 0.9680 1.0626
H -0.4690 2.2968 2.7227
C -0.0819 -0.0705 -1.1366
O -1.4490 2.0720 0.2539
H -1.1196 -1.9281 -1.6464
*
```

The computed Löwdin charges, all in e, follow:
1 H 0.102
2 C -0.251
3 H 0.093
4 C 0.033
5 H 0.136
6 H 0.138
7 O -0.274
8 F -0.096
9 N 0.051
10 O -0.038
11 S 0.508
12 H 0.043
13 C -0.218
14 O -0.308
15 H 0.083


Q) Here is a structure of composition C3H6FNO3S from the Open Molecules 2025 dataset. Energies are from the ωB97M-V functional and the def2-TZVPD basis.

Summary:
Kohn-Sham gap (spin up / spin down) in eV: 9.48 / 9.48
E_LUMO (spin up / spin down) in eV: -0.872 / -0.871

Geometry as ORCA input:
```
! wB97M-V def2-TZVPD RIJCOSX def2/J DEFGRID3
* xyz 0 1
H 1.8670 -0.2353 1.5473
N -2.3958 0.4509 0.0587
O -0.3825 1.8479 1.0104
H 0.1752 -1.4514 -0.5584
O -2.8430 -0.3325 -0.8435
H -2.7907 0.2888 1.0639
H -0.2263 -0.7646 1.2406
C 0.1819 -0.6653 0.2391
H 2.2468 0.2938 -1.4905
C 2.4651 0.1003 -0.4444
F -2.2599 -1.8150 -0.7225
O -0.4776 1.3463 -1.4168
H 3.4986 0.2715 -0.1578
C 1.6048 -0.2578 0.5363
S -0.6635 0.9224 -0.0622
*
```

The computed Löwdin charges, all in e, follow:
1 H 0.083
2 N -0.149
3 O -0.280
4 H 0.134
5 O -0.031
6 H 0.184
7 H 0.089
8 C -0.228
9 H 0.073
10 C 0.040
11 F -0.180
12 O -0.274
13 H 0.061
14 C -0.212
15 S 0.689


Q) is favored, and the nearest alternative lies 97.6 kcal/mol above it.


P) Here is the molecule C4H4N2OS from the Open Molecules 2025 dataset. Energies are from the ωB97M-V functional and the def2-TZVPD basis.

Summary:
Kohn-Sham gap in eV: 8.98
SMILES: O=Cc1ccnn1S
E_LUMO in eV: -0.184

Geometry as ORCA input:
```
! wB97M-V def2-TZVPD RIJCOSX def2/J DEFGRID3
* xyz 0 1
H 1.6539 -0.2082 1.8152
O -1.7977 -1.8894 -0.0490
H -0.0660 -2.1981 0.9104
N -0.3986 0.7287 -0.6612
C 1.5082 1.3803 0.0989
H 2.2305 2.1009 0.0247
H -2.0560 -0.6679 -1.3070
C -0.7311 -1.5412 0.3729
S -1.8706 0.6551 -1.5823
N 0.5292 1.6279 -0.7859
C -0.1868 -0.1631 0.3225
C 1.1850 0.1751 0.8410
*
```

The computed Löwdin charges, all in e, follow:
1 H 0.117
2 O 0.005
3 H 0.119
4 N -0.499
5 C -0.121
6 H 0.068
7 H -0.119
8 C -0.223
9 S 0.859
10 N 0.016
11 C -0.242
12 C 0.020


Q) Here is the molecule C4H4N2OS from the Open Molecules 2025 dataset. Energies are from the ωB97M-V functional and the def2-TZVPD basis.

Summary:
Kohn-Sham gap in eV: 8.79
SMILES: [H]/N=c1/nccc(S)o1
E_LUMO in eV: -0.076

Geometry as ORCA input:
```
! wB97M-V def2-TZVPD RIJCOSX def2/J DEFGRID3
* xyz 0 1
H -1.1651 2.5692 0.0802
H 1.3210 2.1692 -0.0130
C 0.6649 1.3664 -0.0449
N -1.5968 0.5707 0.0051
N -2.0585 -1.6762 -0.0190
C -1.1901 -0.7344 -0.0687
O 0.1703 -0.9422 -0.0047
H 2.4298 -1.7740 0.2801
C 1.0702 0.0709 -0.0306
H -1.6478 -2.6242 -0.1164
C -0.7492 1.5401 -0.0299
S 2.7515 -0.5355 -0.0382
*
```

The computed Löwdin charges, all in e, follow:
1 H 0.130
2 H 0.085
3 C -0.070
4 N 0.120
5 N 0.149
6 C -0.493
7 O 0.000
8 H -0.125
9 C -0.607
10 H 0.064
11 C -0.119
12 S 0.865


Q) is favored, and the nearest alternative lies 28.4 kcal/mol above it.


P) Here is a cluster of 2 separate species, C4H4N2OS in total from the Open Molecules 2025 dataset. Energies are from the ωB97M-V functional and the def2-TZVPD basis.

Summary:
Kohn-Sham gap in eV: 8.37
SMILES: O=C=NC=S.C#CN
E_LUMO in eV: -0.680

Geometry as ORCA input:
```
! wB97M-V def2-TZVPD RIJCOSX def2/J DEFGRID3
* xyz 0 1
N -1.7721 -0.9092 -0.6766
C -2.6064 0.1363 -0.7695
C -1.4968 -1.8976 -0.0432
H 1.7657 0.0854 -0.7516
C 0.0379 0.2337 1.8814
C 0.6750 -0.1224 0.9311
N 1.5374 -0.5661 -0.0062
H -0.6099 0.3503 2.7113
H 1.0927 -1.4029 -0.3552
S -3.5460 0.8358 0.3740
O -1.1013 -2.9193 0.3161
H -2.5933 0.5464 -1.8731
*
```

The computed Löwdin charges, all in e, follow:
1 N 0.066
2 C -0.738
3 C -0.318
4 H 0.101
5 C 0.088
6 C -0.321
7 N 0.071
8 H 0.024
9 H 0.074
10 S 0.642
11 O 0.211
12 H 0.099


Q) Here is the molecule C4H4N2OS from the Open Molecules 2025 dataset. Energies are from the ωB97M-V functional and the def2-TZVPD basis.

Summary:
Kohn-Sham gap in eV: 8.54
SMILES: Oc1cnn(C=S)c1
E_LUMO in eV: -0.452

Geometry as ORCA input:
```
! wB97M-V def2-TZVPD RIJCOSX def2/J DEFGRID3
* xyz 0 1
H -0.5964 -1.8861 0.0907
H -2.3682 1.5120 -0.0346
H 1.9869 1.6720 -0.0754
H 3.0890 -0.8897 -0.0553
C -2.1927 0.4455 0.0038
S -3.4119 -0.6585 -0.0198
C -0.1129 -0.9177 0.0804
C 1.1731 -0.4846 -0.0239
N -0.0826 1.3570 0.0140
O 2.2083 -1.3392 -0.0211
N -0.8486 0.2460 0.0418
C 1.1559 0.9433 -0.0007
*
```

The computed Löwdin charges, all in e, follow:
1 H 0.125
2 H 0.065
3 H 0.129
4 H 0.136
5 C -0.637
6 S 0.633
7 C 0.023
8 C -0.325
9 N 0.080
10 O 0.054
11 N -0.219
12 C -0.064


Q) is favored, and the nearest alternative lies 41.3 kcal/mol above it.